Record 1
This record from the Open Molecules 2025 dataset describes a structure of composition C16H31As2N3O4STc. The level of theory is the ωB97M-V functional and the def2-TZVPD basis.

Its expectation value of S² is 3.7731. Its gap between HOMO and LUMO (spin up / spin down) is 0.3326 / 0.2654 hartree. Its spin multiplicity is 4. The net charge is +2. Its largest force on an atom is 0.027 Eh/bohr.

```
58
Properties=species:S:1:pos:R:3:lowdin_spin:R:1
Tc -0.9812 0.0412 0.0474 1.86
C 0.8338 2.6208 0.8858 0.01
C -0.2021 3.4454 0.1128 0.00
N -0.9093 2.5709 -0.8142 0.04
C -2.3518 2.6870 -0.9408 0.01
C -3.1923 1.6030 1.0672 0.01
N -2.3807 0.5179 1.6401 0.01
C -1.7368 0.7946 2.9214 0.00
C -0.6060 1.8056 2.7079 0.00
N 0.1931 1.4494 1.5117 0.01
H 1.5874 2.2420 0.1855 0.00
H 1.3377 3.2509 1.6302 0.00
H -0.9182 3.8985 0.8009 0.00
H 0.3145 4.2577 -0.4060 0.00
H -0.4666 2.5799 -1.7235 0.00
H -2.7447 3.6210 -0.5249 0.00
H -2.6511 2.6045 -1.9887 0.00
H -2.9298 2.5749 1.5012 0.00
H -4.2634 1.4129 1.2244 0.00
H -2.9953 -0.2975 1.7000 0.01
H -2.4403 1.1839 3.6664 0.00
H -1.3326 -0.1480 3.2995 0.00
H -1.0326 2.7983 2.5643 0.00
H 0.0203 1.8561 3.6040 0.00
H 0.9531 0.8457 1.8347 0.00
O -4.1007 -0.8311 -0.0351 0.23
S -3.4130 -1.1568 -1.2868 0.36
O -3.3064 -0.1198 -2.3073 0.27
O -2.9481 1.5753 -0.3213 0.03
O -1.9272 -1.4967 -0.8550 0.19
C 0.7959 -2.0707 2.8480 -0.01
As 0.3722 -1.8664 0.9308 -0.01
C -0.2749 -3.6591 0.5542 0.00
C 2.0902 -1.8523 0.0024 0.00
C 3.1985 -2.5206 0.5123 0.00
C 4.3567 -2.6263 -0.2424 0.00
C 4.3966 -2.0997 -1.5228 0.00
C 3.2958 -1.4303 -2.0358 0.00
C 2.1432 -1.2801 -1.2719 0.00
As 0.5742 -0.2935 -1.9272 -0.01
C -0.0746 -1.3906 -3.3965 0.01
C 1.3660 1.1519 -3.0107 -0.01
H 1.3667 -2.9932 2.9941 0.00
H -0.1326 -2.1725 3.4167 0.00
H 1.3747 -1.2326 3.2426 0.00
H 0.5125 -4.3793 0.8018 0.00
H -0.5393 -3.7573 -0.4985 0.00
H -1.1622 -3.8667 1.1565 0.00
H 3.1568 -2.9572 1.5046 0.00
H 5.2171 -3.1309 0.1685 0.00
H 5.2870 -2.2097 -2.1197 0.00
H 3.3350 -1.0313 -3.0431 0.00
H 0.7169 -1.4949 -4.1449 0.00
H -0.9386 -0.8973 -3.8461 0.00
H -0.3778 -2.3751 -3.0442 0.00
H 2.0519 0.7163 -3.7426 0.00
H 1.9150 1.8855 -2.4181 0.00
H 0.5674 1.6465 -3.5697 0.00
```

---

Record 2
This record from the Open Molecules 2025 dataset describes a structure of composition C19H43OP3SSeTi. The level of theory is the ωB97M-V functional and the def2-TZVPD basis.

Its expectation value of S² is 0.7657. Its gap between HOMO and LUMO (spin up / spin down) is 0.2341 / 0.2295 hartree. Its spin multiplicity is 2. The net charge is +3. Its largest force on an atom is 0.063 Eh/bohr.

```
69
Properties=species:S:1:pos:R:3:lowdin_spin:R:1
Ti 0.8227 -0.3706 -0.8067 0.76
P -1.2223 -0.5314 1.2121 0.00
P 1.7129 -2.7359 -0.8479 0.01
P -1.3909 -0.7916 -2.0611 -0.01
H 0.1277 4.2866 -0.5062 0.00
C -0.9272 4.0263 -0.6447 0.00
C -1.7198 3.7619 0.4024 0.00
H -1.3767 3.8425 1.4367 0.00
C -0.7658 0.1361 2.8685 0.00
C -1.3704 -2.3074 1.7139 0.00
C -3.0034 -0.0462 1.3494 0.00
C 2.9583 -2.8714 -2.2131 0.01
C 2.5733 -2.8596 0.7992 0.00
C 0.5137 -4.1639 -1.0025 0.00
C -2.5433 0.6103 -2.2524 0.00
C -2.5756 -2.1113 -1.5827 0.00
C -1.2003 -1.2466 -3.8350 0.00
H -1.2423 3.8934 -1.6896 0.00
H -2.7765 3.4972 0.3028 0.00
H -0.7142 1.2331 2.8292 0.00
H 0.2055 -0.2504 3.2072 0.00
H -1.5371 -0.1538 3.5976 0.00
H -0.3684 -2.7451 1.8288 0.00
H -1.9302 -2.8813 0.9636 0.00
H -1.9016 -2.3568 2.6779 0.00
H -3.0940 1.0426 1.2369 0.00
H -3.3690 -0.3166 2.3528 0.00
H -3.6511 -0.5331 0.6136 0.00
H 3.7051 -3.6798 -2.1295 0.00
H 3.4804 -1.9090 -2.2322 0.00
H 2.4235 -2.9675 -3.1680 0.00
H 2.9880 -3.8535 1.0451 0.00
H 1.8384 -2.5853 1.5733 0.00
H 3.3848 -2.1143 0.8232 0.00
H 0.9470 -5.1793 -0.9149 0.00
H 0.0228 -4.0815 -1.9867 0.00
H -0.2515 -4.0483 -0.2169 0.00
H -3.1831 0.4087 -3.1222 0.00
H -1.9880 1.5384 -2.4167 0.00
H -3.1740 0.7312 -1.3672 0.00
H -3.2787 -2.2419 -2.4178 0.00
H -3.1423 -1.8398 -0.6856 0.00
H -2.0587 -3.0626 -1.4070 0.00
H -2.2172 -1.3612 -4.2448 0.00
H -0.6476 -2.1905 -3.9412 0.00
H -0.6645 -0.4501 -4.3724 0.00
C 1.8816 2.1153 -4.0341 0.03
C 1.4468 3.3659 -3.6150 0.01
C 1.5407 4.4834 -4.4573 0.00
C 2.1218 4.3528 -5.7290 0.00
C 2.6118 3.1178 -6.1309 0.00
C 2.4756 1.9977 -5.3157 0.00
Se 1.6757 0.3732 -3.0132 0.20
H 1.5111 1.0318 -1.4007 -0.01
H 0.9982 3.4704 -2.6148 0.00
H 1.1626 5.4446 -4.1262 0.00
H 2.1575 5.2167 -6.3858 0.00
H 3.0651 3.0318 -7.1291 0.00
H 2.8348 1.0237 -5.6462 0.00
C 4.1672 0.9144 1.7856 0.00
S 2.3916 1.0025 2.0308 0.00
C 2.2533 2.7979 1.9236 0.00
O 1.8027 0.4587 0.6123 0.00
H 4.4664 -0.1368 1.7384 0.00
H 4.5946 1.3770 2.6838 0.00
H 4.4633 1.4448 0.8782 0.00
H 2.5672 3.1455 0.9337 0.00
H 2.9029 3.1976 2.7142 0.00
H 1.2151 3.0864 2.1225 0.00
```

---

- What is the largest force on an atom in the first record?
  0.027 Eh/bohr

---

Copy entry 2 word for word.
This record from the Open Molecules 2025 dataset describes a structure of composition C19H43OP3SSeTi. The level of theory is the ωB97M-V functional and the def2-TZVPD basis.

Its expectation value of S² is 0.7657. Its gap between HOMO and LUMO (spin up / spin down) is 0.2341 / 0.2295 hartree. Its spin multiplicity is 2. The net charge is +3. Its largest force on an atom is 0.063 Eh/bohr.

```
69
Properties=species:S:1:pos:R:3:lowdin_spin:R:1
Ti 0.8227 -0.3706 -0.8067 0.76
P -1.2223 -0.5314 1.2121 0.00
P 1.7129 -2.7359 -0.8479 0.01
P -1.3909 -0.7916 -2.0611 -0.01
H 0.1277 4.2866 -0.5062 0.00
C -0.9272 4.0263 -0.6447 0.00
C -1.7198 3.7619 0.4024 0.00
H -1.3767 3.8425 1.4367 0.00
C -0.7658 0.1361 2.8685 0.00
C -1.3704 -2.3074 1.7139 0.00
C -3.0034 -0.0462 1.3494 0.00
C 2.9583 -2.8714 -2.2131 0.01
C 2.5733 -2.8596 0.7992 0.00
C 0.5137 -4.1639 -1.0025 0.00
C -2.5433 0.6103 -2.2524 0.00
C -2.5756 -2.1113 -1.5827 0.00
C -1.2003 -1.2466 -3.8350 0.00
H -1.2423 3.8934 -1.6896 0.00
H -2.7765 3.4972 0.3028 0.00
H -0.7142 1.2331 2.8292 0.00
H 0.2055 -0.2504 3.2072 0.00
H -1.5371 -0.1538 3.5976 0.00
H -0.3684 -2.7451 1.8288 0.00
H -1.9302 -2.8813 0.9636 0.00
H -1.9016 -2.3568 2.6779 0.00
H -3.0940 1.0426 1.2369 0.00
H -3.3690 -0.3166 2.3528 0.00
H -3.6511 -0.5331 0.6136 0.00
H 3.7051 -3.6798 -2.1295 0.00
H 3.4804 -1.9090 -2.2322 0.00
H 2.4235 -2.9675 -3.1680 0.00
H 2.9880 -3.8535 1.0451 0.00
H 1.8384 -2.5853 1.5733 0.00
H 3.3848 -2.1143 0.8232 0.00
H 0.9470 -5.1793 -0.9149 0.00
H 0.0228 -4.0815 -1.9867 0.00
H -0.2515 -4.0483 -0.2169 0.00
H -3.1831 0.4087 -3.1222 0.00
H -1.9880 1.5384 -2.4167 0.00
H -3.1740 0.7312 -1.3672 0.00
H -3.2787 -2.2419 -2.4178 0.00
H -3.1423 -1.8398 -0.6856 0.00
H -2.0587 -3.0626 -1.4070 0.00
H -2.2172 -1.3612 -4.2448 0.00
H -0.6476 -2.1905 -3.9412 0.00
H -0.6645 -0.4501 -4.3724 0.00
C 1.8816 2.1153 -4.0341 0.03
C 1.4468 3.3659 -3.6150 0.01
C 1.5407 4.4834 -4.4573 0.00
C 2.1218 4.3528 -5.7290 0.00
C 2.6118 3.1178 -6.1309 0.00
C 2.4756 1.9977 -5.3157 0.00
Se 1.6757 0.3732 -3.0132 0.20
H 1.5111 1.0318 -1.4007 -0.01
H 0.9982 3.4704 -2.6148 0.00
H 1.1626 5.4446 -4.1262 0.00
H 2.1575 5.2167 -6.3858 0.00
H 3.0651 3.0318 -7.1291 0.00
H 2.8348 1.0237 -5.6462 0.00
C 4.1672 0.9144 1.7856 0.00
S 2.3916 1.0025 2.0308 0.00
C 2.2533 2.7979 1.9236 0.00
O 1.8027 0.4587 0.6123 0.00
H 4.4664 -0.1368 1.7384 0.00
H 4.5946 1.3770 2.6838 0.00
H 4.4633 1.4448 0.8782 0.00
H 2.5672 3.1455 0.9337 0.00
H 2.9029 3.1976 2.7142 0.00
H 1.2151 3.0864 2.1225 0.00
```